DFT (ωB97M-V/def2-TZVPD) results for a molecular structure, C24H70Cu3N2O14P at a distorted geometry.

Summary:
Molar mass ... 832.436 g/mol
Orbital gap ... 8.118 eV
Energy above the lowest of the compared OMol25 structures with the same formula, charge and spin ... 150.2 kJ/mol
Total energy ... -200876.447 eV
LUMO energy ... -0.629 eV
HOMO ... -8.7 eV
Net charge ... 0

Last column: Löwdin charge in e.
CARTESIAN COORDINATES (ANGSTROEM)
Cu 2.285 0.132 -2.558  0.5802
Cu 1.115 -2.860 -0.651  0.5438
Cu -1.863 0.094 0.810  0.4526
P 0.124 -0.418 -0.886  0.1261
O 0.166 -0.471 -2.402  -0.3115
O -0.772 -1.520 -0.324  -0.3105
O -0.237 1.022 -0.377  -0.3500
O 1.596 -0.673 -0.518  -0.3455
C 6.234 -0.212 -1.318  -0.0716
C 5.015 -0.415 -0.361  -0.2878
O 4.019 -1.044 -1.173  -0.0905
H 7.123 0.302 -0.953  0.0683
H 5.945 0.457 -2.128  0.0635
H 6.589 -1.151 -1.740  0.0740
H 4.718 0.518 0.118  0.1035
H 5.382 -0.943 0.519  0.0985
H 3.239 -0.728 -0.712  -0.0112
C -4.117 -4.441 -2.037  -0.0650
C -2.804 -3.631 -1.798  -0.2924
O -2.972 -2.396 -1.100  -0.1073
H -4.498 -4.865 -1.108  0.0637
H -3.862 -5.310 -2.643  0.0638
H -4.942 -3.926 -2.529  0.0674
H -2.325 -3.324 -2.727  0.0818
H -2.060 -4.235 -1.280  0.1014
H -2.087 -2.101 -0.874  -0.0348
C -0.630 -5.023 2.989  -0.0659
C -1.131 -3.825 2.176  -0.3164
O -0.363 -3.805 1.036  -0.0895
H -0.595 -5.900 2.343  0.0776
H -1.313 -5.226 3.814  0.0722
H 0.356 -4.826 3.409  0.0609
H -0.926 -2.902 2.719  0.0941
H -2.208 -3.945 2.053  0.1221
H -0.599 -3.015 0.543  0.0064
C 2.719 3.556 2.099  -0.0707
C 2.387 2.316 1.269  -0.2961
O 1.053 1.950 1.573  -0.1311
H 1.948 4.324 2.045  0.0690
H 3.668 4.026 1.839  0.0715
H 2.741 3.264 3.149  0.0715
H 2.961 1.415 1.482  0.0890
H 2.481 2.558 0.210  0.1058
H 0.620 1.578 0.801  -0.0214
C -3.173 -0.498 -4.433  -0.0636
C -2.549 0.757 -3.788  -0.3049
O -1.213 0.881 -4.160  -0.1203
H -2.593 -1.363 -4.111  0.0514
H -3.149 -0.552 -5.521  0.0700
H -4.210 -0.611 -4.116  0.0724
H -2.509 0.637 -2.705  0.1058
H -3.094 1.659 -4.067  0.1105
H -0.747 0.390 -3.479  -0.0088
C 1.158 -4.665 -4.870  -0.0782
C 0.427 -3.369 -4.528  -0.3167
O 0.751 -2.909 -3.248  -0.0911
H 0.939 -4.991 -5.887  0.0733
H 0.844 -5.494 -4.237  0.0731
H 2.237 -4.520 -4.804  0.0722
H -0.627 -3.646 -4.541  0.0994
H 0.552 -2.606 -5.296  0.1215
H 0.476 -2.000 -3.107  0.0092
C -3.040 3.852 2.363  -0.0726
C -1.978 3.666 1.293  -0.2738
O -2.300 2.528 0.482  -0.1074
H -3.131 3.018 3.059  0.0545
H -4.024 4.141 1.991  0.0795
H -2.753 4.626 3.075  0.0743
H -0.989 3.435 1.688  0.1025
H -1.984 4.576 0.692  0.1111
H -1.560 2.348 -0.102  0.0214
C 3.112 -2.438 3.631  -0.0697
C 3.086 -1.748 2.285  -0.2550
O 1.661 -1.641 1.905  -0.1144
H 4.096 -2.780 3.951  0.0787
H 2.441 -3.296 3.681  0.0691
H 2.733 -1.698 4.336  0.0633
H 3.650 -2.305 1.536  0.1022
H 3.595 -0.785 2.328  0.0999
H 1.668 -1.216 1.044  -0.0133
C -2.678 0.148 4.110  -0.0385
C -1.144 0.287 4.128  -0.3663
C -0.462 -0.714 5.098  -0.2040
O -0.827 -0.344 6.405  -0.1818
C -0.478 -1.281 7.361  -0.1252
N -0.568 -0.066 2.852  0.0669
H -3.077 0.519 5.055  0.0785
H -2.969 -0.902 4.087  0.0796
H -3.120 0.674 3.264  0.0542
H -0.788 1.246 4.504  0.1488
H 0.612 -0.778 4.929  0.1144
H -0.787 -1.750 4.999  0.1178
H -0.462 -0.747 8.311  0.0966
H 0.501 -1.728 7.189  0.0815
H -1.129 -2.149 7.256  0.0891
H 0.107 -0.815 2.802  0.0436
H 0.003 0.720 2.576  0.0503
C 0.632 4.918 -1.356  -0.0458
C -0.143 3.952 -2.305  -0.3571
C -0.387 4.643 -3.746  -0.1514
O -1.006 5.932 -3.525  -0.2372
C -1.333 6.656 -4.774  -0.0664
N 0.502 2.658 -2.555  0.0537
H 0.094 5.841 -1.143  0.0704
H 1.563 5.270 -1.801  0.0742
H 0.906 4.523 -0.377  0.0511
H -1.105 3.735 -1.839  0.1200
H -1.056 4.069 -4.386  0.1099
H 0.550 4.862 -4.258  0.1177
H -1.968 7.510 -4.540  0.0795
H -1.798 5.939 -5.450  0.0785
H -0.401 7.076 -5.154  0.0773
H 0.370 2.162 -1.685  0.0072
H -0.132 2.173 -3.173  0.0277